{
  "formula": "C41H42Cl2F2MnN8O2PTi",
  "method": "the ωB97M-V functional and the def2-TZVPD basis",
  "species": ["Mn", "Ti", "O", "P", "O", "F", "F", "N", "C", "C", "C", "C", "C", "H", "H", "H", "H", "H", "N", "C", "C", "C", "C", "C", "H", "H", "H", "H", "H", "N", "C", "C", "C", "C", "C", "H", "H", "H", "H", "H", "N", "C", "C", "C", "C", "C", "H", "H", "H", "H", "H", "N", "C", "C", "C", "C", "C", "H", "H", "H", "H", "H", "N", "C", "C", "C", "C", "C", "H", "H", "H", "H", "H", "N", "C", "C", "C", "C", "C", "H", "H", "H", "H", "H", "N", "C", "C", "C", "C", "C", "H", "H", "H", "H", "H", "C", "Cl", "Cl", "H", "H"],
  "positions_angstrom": [[2.801, -0.835, 1.577], [-3.305, -0.934, 0.207], [1.123, -0.720, 0.455], [0.214, -0.379, -0.683], [-1.247, -0.400, -0.561], [0.644, -1.248, -1.885], [0.670, 1.055, -1.112], [4.047, -1.003, -0.170], [3.936, -0.110, -1.172], [4.410, -0.310, -2.450], [5.119, -1.474, -2.719], [5.373, -2.340, -1.668], [4.829, -2.053, -0.431], [3.292, 0.734, -0.951], [4.248, 0.472, -3.177], [5.436, -1.652, -3.739], [5.886, -3.260, -1.912], [5.087, -2.744, 0.365], [0.077, 2.969, -4.140], [-1.218, 2.742, -4.357], [-1.742, 1.464, -4.464], [-0.884, 0.378, -4.496], [0.465, 0.610, -4.281], [0.876, 1.914, -4.032], [-1.821, 3.625, -4.536], [-2.806, 1.291, -4.572], [-1.247, -0.619, -4.708], [1.214, -0.166, -4.188], [1.892, 2.128, -3.711], [2.960, 1.239, 1.728], [4.159, 1.821, 1.726], [4.350, 3.182, 1.851], [3.265, 4.021, 1.992], [2.009, 3.419, 1.974], [1.905, 2.058, 1.844], [5.076, 1.238, 1.706], [5.356, 3.584, 1.850], [3.320, 5.099, 2.009], [1.137, 4.035, 2.138], [0.936, 1.577, 1.806], [-4.641, 0.939, -0.619], [-5.860, 1.246, -0.185], [-6.598, 2.311, -0.691], [-6.011, 3.149, -1.655], [-4.697, 2.923, -2.016], [-4.071, 1.783, -1.520], [-6.303, 0.526, 0.494], [-7.595, 2.543, -0.344], [-6.545, 3.996, -2.063], [-4.195, 3.580, -2.708], [-3.010, 1.652, -1.718], [-2.776, 0.340, 2.123], [-2.417, 1.585, 1.818], [-2.049, 2.549, 2.742], [-2.138, 2.219, 4.084], [-2.587, 0.957, 4.443], [-2.822, 0.047, 3.438], [-2.506, 1.881, 0.776], [-1.840, 3.585, 2.511], [-1.902, 2.952, 4.847], [-2.643, 0.613, 5.466], [-3.031, -0.997, 3.637], [2.794, -3.098, 1.601], [3.447, -3.851, 2.498], [3.694, -5.199, 2.348], [3.017, -5.870, 1.339], [2.280, -5.137, 0.433], [2.222, -3.759, 0.598], [3.891, -3.326, 3.337], [4.282, -5.697, 3.104], [3.072, -6.948, 1.245], [1.768, -5.535, -0.430], [1.701, -3.163, -0.144], [1.709, -1.006, 3.423], [2.017, -0.402, 4.581], [1.322, -0.588, 5.762], [0.195, -1.397, 5.759], [-0.111, -2.056, 4.580], [0.651, -1.833, 3.448], [2.834, 0.312, 4.552], [1.699, -0.095, 6.647], [-0.394, -1.506, 6.660], [-0.995, -2.672, 4.471], [0.391, -2.326, 2.522], [-3.630, -1.707, -2.007], [-4.674, -1.550, -2.827], [-4.775, -2.163, -4.060], [-3.866, -3.165, -4.360], [-2.817, -3.419, -3.483], [-2.716, -2.615, -2.367], [-5.421, -0.842, -2.489], [-5.619, -2.012, -4.717], [-3.944, -3.739, -5.275], [-2.111, -4.193, -3.748], [-1.881, -2.749, -1.686], [0.903, 4.398, -1.570], [-0.713, 4.403, -0.849], [1.985, 5.499, -0.686], [1.384, 3.431, -1.607], [0.806, 4.789, -2.572]],
  "mulliken_spin": [4.795, 2.979, -0.162, 0.151, -0.203, 0.002, 0.000, 0.028, 0.024, 0.001, 0.006, -0.009, 0.023, 0.005, 0.000, 0.000, 0.000, 0.000, 0.000, 0.000, 0.001, 0.001, -0.001, 0.000, 0.000, 0.000, 0.000, 0.000, 0.000, -0.017, 0.047, -0.009, 0.006, 0.000, 0.030, -0.008, 0.000, 0.000, 0.001, 0.023, -0.093, 0.035, 0.009, 0.011, 0.002, -0.015, -0.003, 0.000, 0.001, -0.001, 0.032, -0.007, 0.066, -0.006, 0.022, -0.003, 0.011, -0.007, 0.000, 0.001, 0.000, 0.009, -0.021, 0.027, 0.006, 0.001, 0.004, 0.054, 0.000, 0.000, 0.000, 0.000, -0.015, 0.001, 0.031, -0.002, 0.004, -0.011, 0.066, 0.001, 0.000, -0.001, 0.004, 0.006, 0.057, 0.021, 0.000, 0.007, -0.019, -0.039, -0.002, -0.001, 0.000, 0.000, 0.047, 0.000, 0.000, 0.000, 0.000, 0.000],
  "multiplicity": 9,
  "s2": 20.01,
  "homo_ev": [-8.825, -13.478],
  "molar_mass_g_mol": 921.5,
  "lumo_ev": [-4.3, -4.6],
  "relative_energy_ev": 0.0000,
  "total_charge": 2
}


{
  "formula": "C41H42N8O2RuS",
  "method": "the ωB97M-V functional and the def2-TZVPD basis",
  "species": ["Ru", "C", "C", "C", "N", "C", "C", "C", "C", "C", "C", "C", "N", "C", "C", "C", "N", "C", "C", "C", "C", "C", "C", "C", "N", "C", "C", "H", "H", "H", "H", "H", "H", "H", "H", "H", "H", "H", "H", "H", "H", "H", "H", "H", "H", "H", "H", "H", "H", "H", "H", "H", "H", "O", "C", "O", "C", "C", "C", "C", "C", "C", "N", "C", "C", "C", "C", "C", "C", "N", "H", "H", "H", "H", "H", "H", "H", "H", "H", "H", "N", "C", "S", "C", "C", "C", "N", "C", "C", "H", "H", "H", "H", "H", "H"],
  "positions_angstrom": [[0.626, 0.588, 0.543], [0.109, -1.656, 4.100], [-0.382, -0.207, 3.970], [-1.503, 0.007, 2.948], [-1.132, 0.673, 1.688], [-2.120, 1.345, 1.067], [-3.470, 1.214, 1.451], [-4.622, 1.882, 1.058], [-4.809, 2.861, 0.105], [-3.826, 3.372, -0.731], [-2.475, 3.099, -0.761], [-1.658, 2.246, 0.012], [-0.347, 2.158, -0.218], [0.415, 3.255, -0.809], [0.912, 4.194, 0.296], [2.136, 3.659, 1.027], [1.957, 2.308, 1.553], [2.860, 1.801, 2.308], [4.099, 2.513, 2.600], [4.938, 2.430, 3.659], [4.857, 1.558, 4.774], [4.070, 0.430, 4.871], [3.201, -0.124, 3.937], [2.656, 0.388, 2.732], [1.870, -0.347, 1.954], [1.838, -1.795, 2.162], [0.540, -2.305, 2.788], [-0.714, -2.254, 4.500], [0.902, -1.707, 4.851], [0.423, 0.484, 3.749], [-0.766, 0.091, 4.947], [-2.240, 0.637, 3.442], [-2.000, -0.951, 2.740], [-3.660, 0.459, 2.196], [-5.519, 1.570, 1.582], [-5.816, 3.237, -0.026], [-4.166, 4.075, -1.484], [-1.949, 3.605, -1.556], [-0.160, 3.822, -1.532], [1.263, 2.844, -1.349], [0.098, 4.380, 1.000], [1.193, 5.151, -0.148], [2.386, 4.343, 1.841], [2.980, 3.662, 0.326], [4.358, 3.262, 1.863], [5.758, 3.139, 3.668], [5.524, 1.761, 5.602], [4.190, -0.153, 5.776], [2.819, -1.089, 4.233], [2.693, -2.121, 2.747], [1.952, -2.256, 1.185], [0.663, -3.382, 2.924], [-0.262, -2.171, 2.073], [-5.699, -2.101, -4.951], [-4.474, -1.977, -5.514], [-4.310, -2.317, -6.649], [-3.379, -1.424, -4.658], [-2.067, -1.609, -5.090], [-0.999, -1.123, -4.361], [-1.205, -0.399, -3.171], [-2.528, -0.233, -2.739], [-3.591, -0.729, -3.472], [-0.163, 0.087, -2.389], [0.953, 0.466, -2.965], [2.158, 0.708, -2.278], [3.277, 1.120, -3.055], [4.523, 1.196, -2.519], [4.693, 0.824, -1.159], [3.591, 0.493, -0.434], [2.312, 0.484, -0.902], [-5.681, -1.827, -4.030], [-1.907, -2.156, -6.011], [0.011, -1.333, -4.690], [-2.717, 0.321, -1.829], [-4.595, -0.538, -3.103], [0.994, 0.631, -4.043], [3.109, 1.341, -4.102], [5.370, 1.494, -3.124], [5.670, 0.790, -0.696], [3.729, 0.202, 0.592], [-2.749, -5.867, -1.487], [-1.489, -5.502, -1.753], [-0.469, -6.518, -2.558], [-1.077, -4.139, -1.283], [0.212, -3.669, -1.509], [0.579, -2.426, -1.035], [-0.236, -1.636, -0.329], [-1.481, -2.059, -0.152], [-1.941, -3.284, -0.609], [-3.051, -6.774, -1.798], [-3.411, -5.274, -1.020], [0.911, -4.279, -2.064], [1.566, -2.025, -1.244], [-2.150, -1.387, 0.376], [-2.979, -3.536, -0.433]],
  "mulliken_spin": [2.561, 0.012, 0.014, -0.013, 0.061, -0.059, 0.155, -0.052, 0.113, -0.046, 0.101, -0.034, 0.038, 0.033, 0.008, 0.032, 0.162, -0.041, 0.198, -0.065, 0.288, -0.146, 0.197, -0.001, 0.309, -0.033, 0.024, 0.000, -0.006, 0.010, -0.005, -0.008, 0.004, 0.014, -0.001, 0.007, -0.002, 0.005, -0.003, -0.016, 0.001, -0.003, -0.002, -0.007, 0.007, 0.001, 0.011, -0.001, 0.039, 0.008, 0.010, -0.001, 0.001, 0.001, -0.002, 0.009, 0.047, -0.022, 0.076, -0.103, 0.059, -0.031, 0.254, -0.035, 0.346, -0.020, 0.130, 0.071, 0.083, 0.105, 0.000, 0.000, 0.015, 0.008, -0.002, 0.032, -0.001, 0.008, 0.007, -0.007, 0.000, -0.001, -0.001, -0.006, -0.006, 0.027, 0.050, 0.026, -0.001, 0.000, 0.000, 0.001, -0.001, 0.002, 0.002],
  "multiplicity": 6,
  "s2": 8.90,
  "homo_ev": [-7.899, -10.102],
  "molar_mass_g_mol": 812.0,
  "lumo_ev": [-2.9, -5.3],
  "relative_energy_ev": 0.0000,
  "total_charge": 1
}